Entry 1:
11
Properties=species:S:1:pos:R:3:nbo_charge:R:1 method="wB97M-V/def2-TZVPD" lumo_energy_ev=-0.351 e_homo_ev=-10.49 e_tot_ha=-285.2605
C -1.558 -0.276 -0.027 -0.6375
C -0.316 0.508 0.208 0.0772
O 0.499 0.110 1.334 -0.4668
C 1.062 0.105 0.065 0.0065
C 1.799 -1.080 -0.510 0.1474
N 2.785 -0.515 -0.803 -0.1751
H -2.297 0.019 0.725 0.2275
H -1.965 -0.056 -1.017 0.2226
H -1.362 -1.345 0.061 0.2272
H -0.394 1.593 0.107 0.1848
H 1.747 0.938 -0.144 0.1862

=====

Entry 2:
122
Properties=species:S:1:pos:R:3:lowdin_charge:R:1 method="wB97M-V/def2-TZVPD" lumo_energy_ev=-8.470 total_charge=+2 e_homo_ev=-13.70 e_tot_ha=-2139.3561
Zr -39.436 -12.299 -16.304 2.1437
C -35.163 -10.906 -16.467 -0.0337
C -36.416 -10.935 -15.572 -0.5126
C -36.881 -9.533 -15.183 -0.0429
O -37.373 -11.807 -16.133 -0.3520
H -34.874 -11.945 -16.628 0.0748
H -34.361 -10.340 -16.000 0.0980
H -35.432 -10.480 -17.434 0.0523
H -36.111 -11.384 -14.622 0.1381
H -36.034 -8.859 -15.081 0.0939
H -37.415 -9.567 -14.229 0.0793
H -37.589 -9.095 -15.894 0.0676
C -38.532 -9.882 -19.359 -0.0393
C -39.500 -11.033 -19.545 -0.4686
C -39.247 -11.892 -20.776 -0.0198
O -39.589 -11.825 -18.364 -0.3185
H -38.459 -9.297 -20.278 0.0772
H -37.507 -10.263 -19.285 0.0739
H -38.680 -9.243 -18.489 0.0697
H -40.488 -10.572 -19.655 0.1230
H -39.983 -12.698 -20.782 0.0592
H -38.287 -12.407 -20.714 0.0849
H -39.296 -11.314 -21.696 0.0661
C -36.494 -14.882 -17.351 -0.0357
C -37.695 -15.044 -16.447 -0.2430
O -38.836 -14.338 -16.949 -0.2318
H -36.775 -15.090 -18.385 0.0610
H -35.669 -15.530 -17.062 0.1039
H -36.168 -13.841 -17.326 0.0633
H -37.436 -14.685 -15.449 0.1201
H -37.940 -16.105 -16.385 0.1383
H -39.219 -14.910 -17.667 0.0737
C -38.194 -13.221 -24.192 -0.0811
C -39.176 -12.926 -25.321 -0.3142
O -40.094 -13.999 -25.403 -0.0830
H -38.750 -13.267 -23.254 0.0418
H -37.427 -12.448 -24.184 0.0781
H -37.733 -14.191 -24.379 0.0806
H -38.645 -12.807 -26.269 0.1183
H -39.751 -12.015 -25.131 0.0997
H -40.712 -13.881 -26.129 0.0895
C -35.025 -10.580 -21.587 -0.0725
C -34.068 -10.027 -20.535 -0.3274
O -32.772 -10.585 -20.654 -0.0550
H -34.977 -11.667 -21.657 0.0710
H -34.838 -10.173 -22.582 0.0819
H -36.041 -10.252 -21.356 0.0390
H -34.490 -10.256 -19.552 0.0835
H -34.038 -8.943 -20.676 0.1055
H -32.229 -10.233 -19.942 0.0877
C -43.566 -12.393 -15.988 -0.0396
C -42.576 -12.681 -17.096 -0.2484
O -41.399 -13.355 -16.548 -0.2293
H -43.141 -11.655 -15.304 0.0850
H -43.839 -13.302 -15.452 0.0940
H -44.479 -11.974 -16.410 0.0946
H -42.303 -11.750 -17.590 0.0880
H -43.010 -13.340 -17.847 0.1274
H -41.678 -14.253 -16.319 0.1410
C -36.661 -14.912 -21.457 -0.0709
C -36.526 -16.430 -21.345 -0.2454
O -37.666 -16.922 -20.595 -0.1023
H -35.985 -14.352 -22.103 0.0831
H -36.446 -14.497 -20.467 0.0558
H -37.664 -14.611 -21.757 0.0491
H -35.619 -16.792 -20.858 0.1179
H -36.483 -16.907 -22.327 0.1178
H -37.444 -17.835 -20.383 0.1054
C -43.324 -9.551 -19.196 -0.0792
C -44.681 -10.255 -19.147 -0.2958
O -44.480 -11.634 -19.366 -0.0926
H -42.763 -9.849 -20.083 0.0583
H -42.766 -9.808 -18.292 0.0497
H -43.416 -8.462 -19.192 0.0844
H -45.348 -9.884 -19.930 0.1204
H -45.130 -10.059 -18.174 0.1122
H -44.096 -11.697 -20.251 0.0460
C -41.601 -16.397 -20.154 -0.0485
C -40.684 -15.205 -19.920 -0.2980
O -39.585 -15.571 -19.112 -0.0997
H -41.084 -17.205 -20.670 0.0883
H -42.381 -16.079 -20.852 0.0720
H -42.090 -16.720 -19.237 0.0806
H -41.235 -14.414 -19.406 0.0984
H -40.326 -14.817 -20.876 0.1016
H -38.937 -16.083 -19.631 0.0642
C -35.452 -7.590 -18.296 -0.0915
C -36.114 -6.363 -17.711 -0.3162
O -35.136 -5.651 -16.950 -0.0689
H -35.041 -8.217 -17.504 0.0585
H -34.580 -7.281 -18.876 0.0783
H -36.110 -8.162 -18.955 0.0592
H -36.941 -6.715 -17.093 0.0952
H -36.477 -5.658 -18.462 0.1117
H -34.527 -5.211 -17.548 0.0896
C -39.648 -8.830 -23.122 -0.0752
C -38.129 -9.051 -23.225 -0.3372
O -37.803 -8.746 -24.564 -0.0647
H -40.099 -8.915 -22.132 0.0533
H -40.083 -9.556 -23.812 0.0662
H -39.892 -7.841 -23.505 0.0839
H -37.832 -10.069 -22.958 0.0769
H -37.586 -8.330 -22.606 0.1102
H -36.983 -8.250 -24.609 0.0902
C -39.703 -5.927 -18.850 -0.0941
C -39.785 -4.835 -17.797 -0.3262
O -40.775 -3.887 -18.144 -0.0668
H -39.265 -5.588 -19.790 0.0809
H -40.629 -6.456 -19.082 0.0668
H -38.997 -6.706 -18.543 0.0355
H -38.792 -4.378 -17.758 0.1090
H -40.082 -5.249 -16.828 0.1106
H -40.721 -3.201 -17.471 0.0894
C -42.783 -13.606 -22.426 -0.0668
C -42.709 -12.143 -22.864 -0.3012
O -43.842 -11.458 -22.341 -0.0749
H -43.694 -14.036 -22.839 0.0911
H -42.836 -13.654 -21.337 0.0575
H -41.894 -14.102 -22.816 0.0738
H -42.673 -12.073 -23.954 0.1166
H -41.765 -11.697 -22.532 0.0907
H -43.698 -10.516 -22.481 0.0955

=====

Entry 3:
11
Properties=species:S:1:pos:R:3:nbo_charge:R:1 method="wB97M-V/def2-TZVPD" lumo_energy_ev=0.929 e_homo_ev=-9.58 e_tot_ha=-285.3541
C -1.494 -0.149 0.013 -0.6270
C -0.021 0.051 0.171 -0.1665
C 0.802 1.182 -0.090 -0.0424
N 2.055 0.854 -0.252 -0.1146
O 2.109 -0.508 -0.074 -0.2720
C 0.878 -0.960 0.190 0.1260
H -1.910 -0.874 0.720 0.2241
H -2.081 0.774 0.049 0.2238
H -1.617 -0.579 -0.983 0.2233
H 0.528 2.229 -0.112 0.2180
H 0.752 -2.020 0.367 0.2074

=====

Entry 4:
116
Properties=species:S:1:pos:R:3:lowdin_charge:R:1 method="wB97M-V/def2-TZVPD" lumo_energy_ev=0.433 e_homo_ev=-9.18 e_tot_ha=-1974.2316
C -5.605 1.802 -1.022 -0.1154
O -4.717 1.026 -0.264 -0.2132
C -3.989 0.080 -1.040 -0.2096
C -3.287 -0.863 -0.091 -0.4134
C -2.239 -1.741 -0.786 -0.0651
N -4.215 -1.759 0.638 0.0537
H -6.221 1.140 -1.647 0.0884
H -5.106 2.535 -1.664 0.0856
H -6.324 2.306 -0.376 0.0886
H -4.646 -0.474 -1.722 0.1335
H -3.280 0.672 -1.631 0.1000
H -2.776 -0.237 0.642 0.1047
H -1.940 -2.520 -0.077 0.0796
H -1.277 -1.241 -0.931 0.0532
H -2.513 -2.261 -1.705 0.0806
H -5.104 -1.259 0.583 0.0648
H -4.379 -2.607 0.104 0.0671
C -1.091 -2.297 -6.560 -0.1114
O -1.768 -1.305 -5.825 -0.1829
C -1.198 -0.006 -5.922 -0.1811
C -0.289 0.238 -4.671 -0.4001
C -1.125 0.522 -3.434 -0.0506
N 0.692 1.311 -4.918 0.0341
H -1.792 -3.131 -6.650 0.0910
H -0.216 -2.779 -6.109 0.0697
H -0.815 -1.943 -7.556 0.0875
H -0.595 0.162 -6.817 0.1156
H -2.075 0.643 -5.897 0.1274
H 0.360 -0.639 -4.636 0.1202
H -0.484 0.446 -2.551 0.0674
H -1.840 -0.298 -3.341 0.0725
H -1.635 1.482 -3.445 0.0796
H 0.203 2.166 -5.185 0.0918
H 1.265 1.140 -5.741 0.0893
C -1.869 2.890 -0.377 -0.0453
C -1.910 4.349 0.084 -0.4593
C -0.524 4.974 0.185 -0.0482
O -2.694 5.091 -0.869 -0.0547
H -2.621 2.256 0.103 0.0607
H -0.936 2.422 -0.044 0.0563
H -1.967 2.787 -1.455 0.0697
H -2.423 4.369 1.051 0.1321
H -0.101 5.045 -0.816 0.0698
H 0.181 4.372 0.760 0.0736
H -0.581 5.932 0.701 0.0803
H -3.610 4.853 -0.694 0.0804
C 3.985 -2.476 2.385 -0.0514
C 5.010 -1.375 2.243 -0.4837
C 6.134 -1.690 1.219 -0.0439
O 4.412 -0.098 1.995 -0.0659
H 3.533 -2.784 1.438 0.0617
H 3.119 -2.223 2.995 0.0578
H 4.519 -3.351 2.766 0.0841
H 5.510 -1.291 3.212 0.1300
H 6.473 -2.712 1.384 0.0732
H 6.977 -1.032 1.429 0.0721
H 5.777 -1.492 0.209 0.0736
H 3.913 -0.259 1.169 0.0510
C 1.854 3.263 -1.780 -0.0494
C 2.887 2.307 -2.394 -0.4720
C 4.193 2.222 -1.621 -0.0423
O 2.359 0.992 -2.510 -0.0943
H 1.980 3.161 -0.700 0.0640
H 0.801 3.156 -2.042 0.0661
H 2.065 4.275 -2.139 0.0861
H 3.132 2.684 -3.397 0.1307
H 4.851 1.472 -2.057 0.0877
H 4.027 2.067 -0.553 0.0758
H 4.768 3.150 -1.678 0.0861
H 1.632 1.016 -3.165 0.0448
C 0.558 -2.555 4.773 -0.0474
C 0.389 -2.100 6.220 -0.4736
C 1.200 -0.909 6.712 -0.0499
O -1.019 -1.833 6.327 -0.0827
H 1.606 -2.829 4.594 0.0668
H 0.321 -1.737 4.091 0.0597
H -0.071 -3.408 4.541 0.0846
H 0.578 -2.965 6.862 0.1324
H 2.257 -1.112 6.512 0.0766
H 1.165 -0.767 7.794 0.0755
H 0.891 0.048 6.289 0.0710
H -1.153 -1.048 5.766 0.0391
C 2.640 -2.978 -1.445 -0.0450
C 2.153 -3.919 -2.565 -0.4810
C 1.332 -3.192 -3.594 -0.0634
O 3.306 -4.499 -3.204 -0.0545
H 1.742 -2.642 -0.925 0.0640
H 3.133 -2.111 -1.887 0.0816
H 3.334 -3.463 -0.764 0.0689
H 1.620 -4.755 -2.098 0.1360
H 0.360 -2.766 -3.354 0.0760
H 1.185 -3.932 -4.387 0.0792
H 1.946 -2.372 -3.980 0.0841
H 3.630 -5.154 -2.580 0.0839
C -4.145 1.712 5.395 -0.0487
C -3.210 0.687 4.753 -0.4605
C -3.024 0.951 3.257 -0.0623
O -1.918 0.683 5.342 -0.0714
H -5.173 1.370 5.266 0.0799
H -4.001 2.703 4.968 0.0784
H -3.966 1.692 6.471 0.0813
H -3.628 -0.318 4.823 0.1473
H -2.465 1.852 2.988 0.0761
H -4.049 1.052 2.876 0.0850
H -2.552 0.148 2.692 0.0608
H -1.467 1.523 5.225 0.0996
O 2.274 -0.161 -0.014 -0.1106
C 1.335 0.635 0.689 -0.2372
C 0.747 -0.134 1.856 -0.2250
O 0.259 -1.390 1.427 -0.0650
H 2.429 0.226 -0.901 0.0507
H 1.828 1.567 1.003 0.1188
H 0.595 0.981 -0.049 0.0966
H 0.002 0.511 2.323 0.1111
H 1.558 -0.343 2.559 0.1050
H 0.632 -1.579 0.559 0.0479

=====

Entry 5:
21
Properties=species:S:1:pos:R:3:nbo_charge:R:1 method="wB97M-V/def2-TZVPD" lumo_energy_ev=-1.186 e_homo_ev=-6.33 e_tot_ha=-274.8782
C 2.451 0.629 0.361 -0.6060
C 1.483 1.289 -0.627 -0.4440
C 0.017 1.194 -0.284 -0.2798
C -0.853 0.138 -0.494 -0.1821
C -0.731 -1.050 -1.318 -0.3691
C -2.203 0.246 -0.130 0.0849
C -2.697 1.389 0.712 -0.7020
H 2.876 1.371 1.039 0.2058
H 1.967 -0.179 0.900 0.2132
H 3.302 0.279 -0.225 0.2047
H 1.685 0.911 -1.641 0.1976
H 1.654 2.338 -0.893 0.2085
H -0.474 2.161 -0.221 0.1833
H 2.116 -5.788 2.096 0.0005
H -0.999 -2.045 -0.995 0.1855
H -0.446 -0.988 -2.362 0.1880
H -2.957 -0.438 -0.496 0.2043
H 2.361 -6.377 1.741 -0.0005
H -3.725 1.224 1.041 0.2205
H -2.698 2.326 0.155 0.2392
H -2.129 1.369 1.640 0.2473

=====

Number 1: Kohn-Sham gap 0.3725 Eh. Number 2: Kohn-Sham gap 0.1921 Eh. Number 3: Kohn-Sham gap 0.3861 Eh. Number 4: Kohn-Sham gap 0.3532 Eh. Number 5: Kohn-Sham gap 0.1889 Eh.